C47H36F3N7O3PdSSb | ωB97M-V/def2-TZVPD

The geometry in XYZ format:
```
99
Properties=species:S:1:pos:R:3:mulliken_spin:R:1
Pd 0.3099 0.1011 0.4974 1.3308
O 7.0570 -3.3687 2.2278 0.0122
C 6.4118 -4.3298 2.1371 -0.0120
O 5.7372 -5.2714 2.0499 0.0087
C 4.1299 -2.6377 1.4101 0.6564
C 4.3396 -1.2909 1.2720 0.0827
C 3.2360 -0.5867 0.8212 -0.0192
N 2.0613 -1.1883 0.6074 0.0718
C 1.9066 -2.5052 0.7713 0.0130
C 2.9657 -3.3066 1.1682 0.1372
C 0.5476 -3.0348 0.4571 0.0312
C 0.2734 -4.3889 0.4799 0.0057
C -0.9983 -4.8356 0.1552 -0.0006
C -1.9596 -3.9047 -0.1963 0.0356
C -1.6004 -2.5705 -0.1984 -0.0869
N -0.3844 -2.1323 0.1252 0.0711
C 3.2732 0.8844 0.5954 0.0678
C 4.4560 1.5433 0.3182 0.0065
C 4.4520 2.9265 0.2297 -0.0022
C 3.2622 3.6033 0.4352 0.0030
C 2.1135 2.8679 0.6586 0.0070
N 2.1058 1.5321 0.7241 0.0864
H 5.2833 -0.8100 1.5001 0.0283
H 2.8891 -4.3798 1.2738 0.0429
H 1.0374 -5.1064 0.7396 -0.0047
H -1.2254 -5.8944 0.1694 0.0009
H -2.9629 -4.1990 -0.4716 -0.0012
H -2.3209 -1.8160 -0.4947 0.0526
H 5.3679 0.9859 0.1551 0.0038
H 5.3659 3.4636 0.0092 -0.0001
H 3.2174 4.6839 0.4126 0.0009
H 1.1676 3.3689 0.7965 0.0006
F -9.1617 -1.1571 -3.4032 0.0134
C -8.0173 -0.8331 -2.8347 0.0805
C -7.7476 -1.3329 -1.5644 -0.0049
C -6.5497 -1.0056 -0.9735 0.0268
C -5.6550 -0.1453 -1.6423 0.1128
C -5.9344 0.3066 -2.9483 0.0284
C -7.1377 -0.0184 -3.5369 -0.0067
Sb -3.9078 0.4491 -0.7124 0.4644
C -4.3901 0.8914 1.2657 0.0970
C -4.5050 2.2263 1.6684 0.0059
C -4.8459 2.5166 2.9791 0.0026
C -5.0502 1.4675 3.8590 0.0161
F -5.3474 1.7483 5.1196 0.0025
C -4.9487 0.1391 3.4826 0.0041
C -4.5988 -0.1512 2.1739 0.0100
C -3.3352 2.1981 -1.6699 0.0174
C -4.2411 3.1858 -1.7367 0.0081
C -4.0190 4.4352 -2.4739 0.0119
C -2.8332 4.6361 -3.0192 -0.0057
F -2.5767 5.7251 -3.7421 -0.0003
C -1.6736 3.7193 -2.8853 0.0049
C -1.9868 2.2828 -2.3460 0.0757
H -8.4803 -1.9575 -1.0711 0.0003
H -6.3320 -1.3817 0.0175 0.0033
H -5.2322 0.9314 -3.4858 0.0017
H -7.4091 0.3367 -4.5226 0.0003
H -4.3611 3.0415 0.9679 0.0048
H -4.9654 3.5358 3.3237 0.0015
H -5.1428 -0.6391 4.2090 0.0002
H -4.5000 -1.1893 1.8766 -0.0055
H -5.2161 3.0689 -1.2723 -0.0032
H -4.8128 5.1628 -2.5812 0.0002
H -1.1393 3.7098 -3.8347 -0.0004
H -1.8783 1.4897 -3.0865 -0.0276
N 1.1831 1.5265 4.0760 0.0143
C 1.0086 0.2135 3.9019 0.0167
S -0.2618 -0.3507 2.8415 0.2645
N 1.8117 -0.5859 4.5842 0.0284
C 1.9151 -2.0266 4.6610 -0.0126
C 0.8314 -2.8819 4.5760 0.0174
C 1.0467 -4.2497 4.7142 0.0017
C 2.3197 -4.7485 4.9602 0.0028
C 3.3917 -3.8734 5.0684 -0.0045
C 3.1886 -2.5107 4.9184 0.0121
H 0.4611 2.1431 3.7436 -0.0014
H 1.8096 1.8923 4.7787 0.0003
H 2.4809 -0.1200 5.1838 -0.0010
H -0.1727 -2.5033 4.4523 -0.0051
H 0.2007 -4.9244 4.6676 0.0002
H 2.4705 -5.8112 5.1045 0.0000
H 4.3842 -4.2505 5.2802 0.0005
H 4.0252 -1.8232 5.0098 0.0014
N -0.8227 6.9477 -1.4798 -0.0001
C -1.6080 6.2073 -0.6631 -0.0005
O -2.5532 6.6388 -0.0440 -0.0002
C -1.2558 4.7366 -0.5417 -0.0015
C -1.5602 4.1498 0.6129 -0.0033
C -1.2825 2.7292 0.8347 0.0123
N -0.8546 1.9217 -0.0554 0.1253
C -0.7374 2.4115 -1.4299 -0.0311
C -0.6994 3.9393 -1.6875 0.0000
H -1.0535 7.9212 -1.6049 0.0000
H -0.0286 6.5808 -1.9711 0.0001
H -1.9866 4.7358 1.4191 0.0005
H -1.4201 2.3199 1.8350 -0.0094
H 0.1216 1.9140 -1.8747 0.0005
H 0.2781 4.3195 -1.9963 0.0013
```

As for the total charge: +3. As for the spin multiplicity: 5. As for the HOMO-LUMO gap (alpha / beta): 7.887 / 5.444 eV. The value obtained for the max |F| is 0.81 eV/Å.